No. 1
Computed, not measured: a structure of composition C71H90As4BrMoN4OSSi, with ωB97M-V with the def2-TZVPD basis set.

XYZ file:
```
174
Properties=species:S:1:pos:R:3:forces:R:3:lowdin_spin:R:1
Mo 0.835 -0.779 1.037 0.7 0.5 0.1 1.7032
C 2.504 1.954 3.141 0.0 -0.2 0.1 -0.0066
C 3.087 0.783 3.897 -0.1 0.1 -0.1 -0.0003
As 3.498 -0.749 2.753 0.1 0.4 0.2 -0.0061
C 5.198 -0.267 1.945 -0.1 -0.2 -0.1 0.0012
C 5.859 0.927 2.206 -0.1 0.1 0.1 0.0001
C 7.104 1.172 1.640 0.0 0.0 0.0 0.0000
C 7.695 0.224 0.817 0.0 0.1 0.0 -0.0001
C 7.035 -0.969 0.547 0.0 0.0 0.0 0.0000
C 5.791 -1.211 1.106 -0.1 0.0 0.1 0.0001
C 4.161 -1.808 4.276 -0.1 -0.2 -0.1 -0.0027
C 5.520 -2.051 4.431 0.0 0.0 -0.2 -0.0009
C 5.987 -2.697 5.569 0.0 0.0 0.1 -0.0001
C 5.104 -3.110 6.554 0.0 0.0 0.0 -0.0005
C 3.745 -2.868 6.404 0.1 0.0 0.0 0.0000
C 3.277 -2.220 5.272 -0.1 0.0 0.0 -0.0005
As 0.752 1.560 2.369 0.1 0.6 0.3 -0.0028
C -0.485 1.596 3.853 -0.1 0.0 -0.1 0.0019
C -0.102 1.740 5.180 0.1 0.0 0.0 0.0000
C -1.069 1.826 6.175 0.0 0.0 0.0 -0.0007
C -2.416 1.759 5.851 0.0 -0.1 0.0 -0.0007
C -2.804 1.610 4.526 0.0 0.0 0.0 0.0006
C -1.841 1.536 3.532 0.1 0.0 0.0 -0.0001
C 0.489 3.371 1.659 0.0 -0.2 -0.1 0.0017
C 1.502 3.917 0.872 0.0 0.0 0.0 -0.0005
C 1.450 5.246 0.485 0.0 0.0 0.0 0.0004
C 0.374 6.038 0.865 0.0 0.0 0.0 -0.0012
C -0.645 5.493 1.630 0.0 0.0 0.0 0.0003
C -0.590 4.163 2.030 0.1 -0.1 0.0 -0.0007
H 3.151 2.243 2.313 0.0 0.1 -0.1 0.0002
H 2.377 2.835 3.772 -0.1 0.0 0.0 -0.0014
H 3.993 1.062 4.435 0.1 -0.1 0.0 -0.0006
H 2.382 0.400 4.635 0.1 -0.1 0.1 0.0008
H 5.426 1.672 2.863 0.0 0.0 0.0 0.0000
H 7.617 2.100 1.857 0.0 0.0 0.0 0.0000
H 8.668 0.417 0.386 0.0 0.0 0.0 0.0000
H 7.498 -1.713 -0.088 0.0 0.0 0.0 0.0000
H 5.282 -2.149 0.904 0.0 0.0 0.0 0.0000
H 6.230 -1.737 3.677 0.0 0.0 0.0 0.0000
H 7.049 -2.870 5.684 0.0 0.0 0.0 0.0000
H 5.476 -3.605 7.441 0.0 0.0 0.0 0.0000
H 3.050 -3.180 7.171 0.0 0.0 0.0 0.0000
H 2.215 -2.040 5.179 0.0 0.0 0.0 0.0000
H 0.942 1.803 5.459 0.0 0.0 0.0 0.0001
H -0.763 1.960 7.205 0.0 0.0 0.0 0.0000
H -3.166 1.833 6.629 0.0 0.0 0.0 0.0000
H -3.856 1.563 4.271 0.0 0.0 0.0 0.0001
H -2.133 1.465 2.490 -0.1 0.0 0.0 0.0000
H 2.342 3.308 0.560 0.0 0.0 0.0 0.0002
H 2.258 5.668 -0.100 0.0 0.0 0.0 0.0000
H 0.335 7.079 0.568 0.0 0.0 0.0 -0.0001
H -1.482 6.107 1.939 0.0 0.0 0.0 0.0001
H -1.375 3.767 2.657 0.0 0.0 0.0 0.0000
C 1.876 -0.980 -2.952 -0.3 -0.2 0.1 0.0035
As 2.378 -1.057 -1.069 0.6 -0.1 -0.6 -0.0059
C 3.791 0.287 -1.058 0.0 0.0 0.1 0.0014
C 3.320 -2.744 -1.149 0.0 -0.1 0.1 -0.0053
C 4.342 -2.941 -2.075 0.0 0.1 0.1 -0.0015
C 4.904 -4.198 -2.229 0.0 0.0 0.0 -0.0002
C 4.431 -5.264 -1.473 0.0 0.0 0.0 0.0000
C 3.418 -5.068 -0.548 0.0 0.0 0.0 -0.0005
C 2.864 -3.803 -0.379 0.0 0.1 0.0 -0.0017
As 1.569 -3.445 1.021 0.4 -0.1 -0.1 0.0058
C 0.418 -5.015 1.034 -0.2 0.1 -0.1 0.0066
C 2.698 -4.032 2.493 0.0 0.0 0.1 -0.0038
H 2.799 -0.909 -3.523 0.1 0.0 0.1 -0.0004
H 1.236 -0.134 -3.182 0.0 0.1 0.1 0.0007
H 1.376 -1.910 -3.207 0.0 0.0 0.0 0.0001
H 3.470 1.166 -1.609 -0.1 0.0 -0.1 0.0004
H 4.688 -0.128 -1.514 0.0 -0.1 0.0 -0.0005
H 4.038 0.569 -0.039 0.0 0.0 0.0 0.0004
H 4.702 -2.114 -2.674 0.0 0.0 0.0 -0.0001
H 5.699 -4.351 -2.948 0.0 0.0 0.0 -0.0001
H 4.858 -6.249 -1.611 0.0 0.0 0.0 0.0000
H 3.060 -5.911 0.030 0.0 0.0 0.0 0.0000
H 1.041 -5.868 1.292 0.1 0.0 0.0 0.0003
H -0.045 -5.181 0.068 0.0 0.1 0.0 0.0002
H -0.349 -4.899 1.798 0.0 0.0 0.0 -0.0001
H 2.838 -5.106 2.382 0.0 0.0 -0.1 -0.0010
H 2.245 -3.842 3.462 0.0 0.0 0.0 0.0008
H 3.674 -3.560 2.456 0.0 0.0 0.0 -0.0002
S 0.439 -1.580 3.326 -0.2 0.0 -0.3 0.0709
C -1.291 -1.562 3.195 0.5 0.0 -0.4 0.0326
N -1.988 -1.831 4.300 -0.3 0.0 0.2 0.0681
N -3.274 -1.872 4.190 0.2 0.1 -0.2 0.2503
C -4.134 -1.850 5.283 -0.2 0.0 0.5 0.0053
C -5.509 -1.820 5.033 0.2 0.0 -0.2 0.0564
C -6.389 -1.749 6.095 0.0 0.0 0.1 -0.0069
C -5.908 -1.715 7.399 0.0 0.0 0.0 0.0710
C -4.537 -1.756 7.641 -0.1 0.0 0.0 -0.0045
C -3.644 -1.821 6.591 0.1 0.0 -0.2 0.0530
N -1.900 -1.256 2.061 -0.4 0.2 -0.2 -0.0910
N -1.217 -0.842 1.013 -0.7 -0.5 0.4 -0.1703
C -2.170 -0.455 -0.010 -0.3 0.0 -0.1 0.0039
C -1.921 -0.673 -1.357 0.1 -0.2 0.1 -0.0134
C -2.904 -0.414 -2.300 0.0 0.0 0.0 0.0024
C -4.131 0.104 -1.923 -0.1 0.0 0.0 -0.0194
C -4.377 0.363 -0.582 0.1 0.0 0.0 0.0026
C -3.408 0.082 0.365 0.2 0.0 0.1 -0.0157
H -3.679 -1.823 3.257 0.0 0.1 -0.1 0.0047
H -5.877 -1.846 4.012 0.0 0.0 0.0 0.0020
H -7.454 -1.720 5.907 0.0 0.0 0.0 -0.0017
H -6.604 -1.655 8.225 0.0 0.0 0.0 0.0035
H -4.168 -1.734 8.659 0.0 0.0 0.0 -0.0016
H -2.575 -1.850 6.755 0.0 0.0 0.0 0.0031
H -0.976 -1.093 -1.658 0.0 -0.1 0.0 0.0016
H -2.721 -0.659 -3.338 0.0 0.0 0.0 0.0005
H -4.899 0.289 -2.665 0.0 0.0 0.0 -0.0010
H -5.328 0.772 -0.265 0.0 0.0 0.0 0.0005
H -3.616 0.269 1.408 0.0 0.0 0.0 -0.0002
C -6.217 -4.199 -3.380 0.0 -0.1 0.0 0.0000
C -4.750 -4.069 -3.105 0.1 0.1 0.0 0.0000
C -4.280 -4.022 -1.796 0.0 0.0 0.0 0.0001
C -2.935 -3.905 -1.496 0.1 0.1 0.0 -0.0001
C -2.559 -3.945 -0.040 0.0 0.0 -0.1 -0.0001
C -1.997 -3.812 -2.553 -0.4 0.0 0.1 -0.0001
C -0.569 -3.591 -2.387 0.5 0.0 -0.1 0.0010
O 0.077 -3.188 -1.421 -0.6 -0.1 0.0 0.0115
C -2.462 -3.888 -3.892 0.2 0.1 0.0 0.0001
C -1.536 -3.787 -5.084 0.0 -0.1 0.1 0.0000
C -3.819 -4.003 -4.137 -0.1 0.0 -0.1 0.0000
H -6.537 -5.224 -3.180 0.0 0.0 0.0 0.0000
H -6.458 -3.969 -4.416 0.0 0.0 0.0 0.0000
H -6.792 -3.547 -2.722 0.0 0.0 0.0 0.0000
H -4.992 -4.088 -0.980 0.0 0.0 0.0 0.0000
H -2.534 -4.984 0.298 0.0 0.0 0.0 0.0000
H -3.320 -3.431 0.548 0.0 0.0 0.0 -0.0003
H -1.596 -3.490 0.149 0.0 0.1 0.0 0.0001
H 0.007 -3.788 -3.305 0.0 0.0 0.0 0.0001
H -1.027 -2.821 -5.113 0.0 0.0 -0.1 0.0000
H -2.104 -3.903 -6.004 0.0 0.0 0.0 0.0000
H -0.776 -4.570 -5.075 0.0 0.0 0.0 0.0000
H -4.166 -4.048 -5.163 0.0 0.0 0.0 0.0000
C -2.541 3.747 -1.898 0.1 -0.1 -0.2 -0.0006
C -2.028 4.755 -2.949 0.2 0.1 0.0 0.0000
C -3.218 5.450 -3.639 0.0 -0.1 -0.2 0.0000
C -1.205 5.825 -2.218 0.0 0.0 -0.1 0.0000
Si -0.983 3.835 -4.240 0.0 0.0 -0.1 -0.0003
Br 0.470 1.242 -0.826 0.2 -0.4 0.5 0.0008
C -1.758 2.497 -5.343 -0.1 0.1 0.1 0.0000
C -3.265 2.323 -5.101 0.0 0.0 0.0 -0.0001
C -1.057 1.159 -5.023 0.2 0.1 0.1 0.0001
C -1.562 2.859 -6.828 0.1 0.2 0.1 0.0000
C 0.858 4.239 -4.497 0.0 -0.2 0.2 0.0000
C 1.568 4.537 -3.160 -0.1 0.1 0.0 -0.0004
C 0.922 5.484 -5.407 -0.3 0.0 0.0 0.0000
C 1.622 3.084 -5.165 -0.1 0.1 0.0 0.0000
H -3.241 3.024 -2.319 0.0 0.0 0.1 -0.0001
H -3.069 4.308 -1.121 0.0 0.0 0.0 0.0000
H -1.722 3.200 -1.424 0.0 0.0 0.1 -0.0009
H -3.765 6.020 -2.885 0.0 0.0 0.0 0.0000
H -3.917 4.744 -4.084 0.0 0.1 0.0 0.0000
H -2.893 6.154 -4.410 -0.1 0.0 0.0 0.0000
H -1.877 6.377 -1.556 0.0 0.0 0.0 0.0000
H -0.758 6.546 -2.905 0.0 0.0 0.1 0.0000
H -0.429 5.380 -1.598 0.0 0.0 0.0 0.0000
H -3.623 1.519 -5.750 0.0 0.0 0.0 0.0000
H -3.494 2.044 -4.072 0.0 0.0 -0.1 -0.0001
H -3.828 3.218 -5.365 0.0 -0.1 0.0 0.0000
H -1.097 0.929 -3.954 0.0 -0.1 0.0 0.0001
H -0.014 1.154 -5.337 -0.1 -0.1 0.0 0.0000
H -1.572 0.363 -5.569 0.0 0.0 0.0 0.0000
H -2.072 3.791 -7.084 0.0 0.0 0.0 0.0000
H -1.999 2.067 -7.440 0.0 0.0 0.0 0.0000
H -0.514 2.956 -7.112 -0.1 0.0 0.0 0.0000
H 1.266 5.493 -2.739 0.1 -0.1 0.0 0.0000
H 2.642 4.590 -3.355 0.0 0.0 0.0 0.0000
H 1.395 3.751 -2.418 0.0 0.1 0.0 -0.0007
H 0.412 6.345 -4.968 0.0 0.0 0.0 0.0000
H 0.493 5.295 -6.394 0.0 0.0 0.0 0.0000
H 1.970 5.758 -5.546 0.0 0.0 0.0 0.0000
H 1.689 2.219 -4.501 0.0 0.0 -0.1 0.0000
H 2.639 3.427 -5.370 0.0 0.0 0.0 0.0000
H 1.192 2.776 -6.117 0.1 0.0 0.0 0.0000
```
Positions in Å, forces in eV/Å.

As for the LUMO energy (alpha / beta): -7.61 / -7.98 eV. As for the multiplicity: 3. As for the charge: +3. The calculation puts the energy above the lowest of the compared OMol25 structures with the same formula, charge and spin at 0.271 eV. The value obtained for the largest force on an atom is 0.0185 hartree/bohr.

---

No. 2
Computed, not measured: a structure of composition C33H35LaO2P in a non-equilibrium geometry, with ωB97M-V with the def2-TZVPD basis set.

XYZ file:
```
72
Properties=species:S:1:pos:R:3:forces:R:3:mulliken_charge:R:1
La -1.513 0.728 -0.126 -1.5 -0.3 -0.1 1.6014
C 2.326 2.772 1.051 0.1 -0.1 0.0 -1.0469
C 3.393 1.703 1.026 0.0 0.2 0.0 0.8842
C 4.624 1.949 1.630 0.0 0.0 0.0 -0.9028
C 5.643 1.006 1.616 0.0 0.0 0.0 -0.6809
C 5.445 -0.214 0.987 -0.1 0.0 0.0 -0.7986
C 4.223 -0.477 0.380 0.1 0.0 0.1 -0.8482
C 3.200 0.465 0.394 0.0 0.0 -0.1 0.5549
P 1.604 0.127 -0.413 -0.3 -0.1 -0.2 1.0948
C 1.541 -1.695 -0.568 0.2 -0.1 -0.1 0.5846
C 0.866 -2.313 0.488 0.0 -0.1 0.0 -1.1013
C 0.667 -3.685 0.525 0.0 0.1 -0.1 -0.7961
C 1.140 -4.458 -0.522 0.0 0.0 0.0 -0.6647
C 1.817 -3.856 -1.574 0.0 0.0 0.0 -0.7000
C 2.045 -2.482 -1.618 0.0 0.0 0.0 1.2238
C 2.816 -1.932 -2.796 -0.1 0.0 0.0 -1.7856
C 1.721 0.904 -2.053 0.2 0.1 0.2 0.7524
C 2.817 1.693 -2.403 0.0 0.0 -0.1 -0.3417
C 2.796 2.494 -3.533 0.0 -0.1 0.1 -0.8004
C 1.640 2.512 -4.309 -0.1 0.0 0.0 -0.6140
C 0.556 1.723 -3.978 0.1 0.0 -0.1 -0.9629
C 0.556 0.875 -2.854 -0.3 -0.2 0.0 0.8951
C -0.613 0.063 -2.503 0.4 0.1 0.0 -2.1137
H 2.710 3.690 1.495 0.0 0.0 0.0 0.4262
H 1.460 2.457 1.637 0.1 -0.1 0.0 -0.0305
H 1.962 3.023 0.052 0.0 0.0 0.0 0.2814
H 4.782 2.904 2.118 0.0 0.0 0.0 0.3959
H 6.589 1.226 2.095 0.0 0.0 0.0 0.3665
H 6.231 -0.959 0.967 0.0 0.0 0.0 0.4288
H 4.061 -1.437 -0.098 0.0 0.0 0.0 0.3219
H 0.443 -1.711 1.285 0.0 0.0 0.0 0.6142
H 0.116 -4.128 1.344 0.0 0.0 0.0 0.4181
H 0.978 -5.529 -0.525 0.0 0.0 0.0 0.3846
H 2.195 -4.467 -2.387 0.0 0.0 0.0 0.4173
H 3.526 -2.682 -3.148 0.0 0.0 0.0 0.5494
H 3.369 -1.026 -2.564 0.0 0.0 0.1 0.2138
H 2.144 -1.686 -3.623 0.0 0.0 0.0 0.3174
H 3.703 1.691 -1.777 0.0 0.0 0.0 0.3664
H 3.651 3.107 -3.787 0.0 0.0 0.0 0.4250
H 1.588 3.149 -5.185 0.0 0.0 0.0 0.3637
H -0.332 1.740 -4.602 0.0 0.0 0.0 0.3991
H -0.370 -0.972 -2.245 0.1 0.0 -0.1 0.3045
H -1.383 0.067 -3.274 0.0 0.0 0.0 0.6339
C -3.222 -0.077 3.348 0.0 0.0 0.2 -1.3920
C -3.288 -1.231 2.363 -0.1 0.1 -0.1 1.7401
C -3.516 -2.548 3.068 -0.1 -0.1 0.2 -1.9949
C -2.381 -1.205 1.145 0.6 -0.2 0.5 -1.6594
C -3.972 -0.979 1.057 0.1 0.2 -0.6 2.5899
C -4.808 -2.034 0.400 0.2 0.5 0.1 -1.3361
C -5.567 -1.743 -0.678 -0.2 0.1 -0.3 -0.1427
C -5.737 -0.413 -1.213 0.2 -0.4 0.2 -1.2803
C -5.211 0.620 -0.459 0.2 0.1 0.2 -0.1059
C -4.410 0.414 0.671 0.4 0.1 -0.2 -1.4470
H -2.643 -0.361 4.235 0.0 0.0 -0.1 0.4544
H -4.222 0.228 3.679 0.0 -0.1 0.0 0.3334
H -2.742 0.812 2.934 0.0 0.0 -0.1 -0.1001
H -2.731 -2.708 3.819 0.0 0.0 -0.1 0.4862
H -3.488 -3.392 2.380 0.0 0.0 0.0 0.3918
H -4.481 -2.577 3.591 0.1 0.0 0.0 0.3306
H -2.100 -2.215 0.818 -0.1 0.0 0.0 0.2965
H -4.741 -3.055 0.752 0.0 0.0 0.0 0.1124
H -6.103 -2.565 -1.150 0.0 0.0 0.0 0.3439
H -6.374 -0.224 -2.065 0.0 0.0 0.0 0.3780
H -5.457 1.647 -0.723 0.0 0.0 0.0 0.3985
H -4.186 1.254 1.324 -0.2 0.0 0.1 0.3417
C -0.743 3.594 2.651 -0.1 0.0 0.4 -0.9931
C -0.741 3.908 1.176 -0.5 -0.7 -0.7 0.6420
O -0.338 4.974 0.763 0.1 0.3 -0.1 -0.6652
O -1.231 2.948 0.412 0.5 0.7 0.7 -0.6360
H -0.019 4.220 3.170 0.0 0.0 0.0 0.3020
H -0.540 2.541 2.855 0.0 0.0 0.0 0.2578
H -1.738 3.806 3.050 0.0 0.0 0.0 0.3224
```
Positions in Å, forces in eV/Å.

As for the LUMO energy: 2.43 eV. As for the charge: -1. The calculation puts the energy above the lowest of the compared OMol25 structures with the same formula, charge and spin at 0.412 eV. The value obtained for the largest force on an atom is 0.0299 hartree/bohr.

---

| no. | E_tot (Eh) |
| --- | --- |
| 1 | -15325.8977 |
| 2 | -1801.9199 |